[1]
Formula: C25H27F2NSiZn
Source: the Open Molecules 2025 dataset
Level of theory: wB97M-V/def2-TZVPD

Its HOMO energy is -8.7 eV. As for the energy relative to the best compared isomer or geometry (same formula, charge and spin): 0.00 kJ/mol. As for the spin multiplicity: 1. Its HOMO-LUMO gap is 8.6 eV.

Last column: Mulliken charge in e.
Atoms and positions in Å:
Zn1 -0.2029 -0.5694 -1.1462  -0.590
C1 -0.0711 -0.0848 2.5359  -1.369
C2 0.4751 0.9566 1.5961  0.816
C3 -0.1582 2.1842 1.4331  -0.269
C4 0.3499 3.1527 0.5713  0.417
C5 -0.3564 4.4717 0.4070  -1.714
C6 1.5170 2.8781 -0.1294  -0.305
C7 2.1677 1.6552 0.0002  0.500
C8 3.4246 1.3726 -0.7763  -1.785
C9 1.6337 0.6983 0.8584  -0.625
H1 -0.4374 -0.9547 1.9856  0.064
H2 -0.8839 0.3175 3.1405  0.349
H3 0.7088 -0.4480 3.2071  0.429
H4 -1.0727 2.3875 1.9828  0.334
H5 -0.0531 4.9662 -0.5159  0.339
H6 -0.1291 5.1442 1.2372  0.434
H7 -1.4389 4.3369 0.3807  0.319
H8 1.9111 3.6196 -0.8172  0.374
H9 3.5515 0.3026 -0.9440  0.364
H10 4.3038 1.7299 -0.2357  0.410
H11 3.4064 1.8742 -1.7444  0.348
H12 2.1294 -0.2608 0.9694  0.580
F1 1.7433 2.8928 -4.7890  -0.359
C10 0.7784 2.5594 -3.9106  0.464
C11 0.8399 1.3398 -3.2660  0.028
C12 -0.1393 0.9931 -2.3449  -0.146
C13 -1.2050 1.8842 -2.0962  -1.026
C14 -1.2130 3.0962 -2.7800  0.507
F2 -2.1990 4.0053 -2.5854  -0.393
C15 -0.2378 3.4628 -3.6843  -0.723
C16 -2.2436 1.4854 -1.1014  1.299
C17 -3.3559 2.2444 -0.7352  -0.410
C18 -4.2318 1.7508 0.2162  -0.562
C19 -4.0111 0.5097 0.7901  -0.752
C20 -2.8965 -0.1934 0.3762  -0.280
N1 -2.0489 0.2845 -0.5290  -0.273
H13 1.6710 0.6823 -3.4887  0.597
H14 -0.2820 4.4140 -4.1941  0.490
H15 -3.5365 3.2053 -1.1837  0.574
H16 -5.0918 2.3415 0.5050  0.443
H17 -4.6782 0.0951 1.5320  0.437
H18 -2.6570 -1.1726 0.7753  0.480
C21 1.9613 -4.3933 2.5843  -0.935
Si1 0.8971 -4.8527 1.1160  -0.044
C22 -0.6833 -5.6701 1.6918  -0.966
C23 1.8266 -5.9977 -0.0310  -0.946
C24 0.4707 -3.3112 0.2161  1.354
C25 0.1855 -2.2764 -0.3595  -0.989
H19 2.2439 -5.2765 3.1615  0.313
H20 1.4275 -3.7106 3.2485  0.277
H21 2.8756 -3.8950 2.2565  0.318
H22 -0.4724 -6.5953 2.2329  0.299
H23 -1.3202 -5.9133 0.8393  0.313
H24 -1.2467 -5.0107 2.3545  0.296
H25 2.0937 -6.9268 0.4778  0.303
H26 2.7448 -5.5315 -0.3920  0.294
H27 1.2154 -6.2499 -0.8994  0.296

[2]
Formula: H2O3S2
Source: the Open Molecules 2025 dataset
Level of theory: wB97M-V/def2-TZVPD

Its HOMO energy is -9.6 eV. As for the energy relative to the best compared isomer or geometry (same formula, charge and spin): 67.49 kJ/mol. As for the spin multiplicity: 1. Its HOMO-LUMO gap is 9.3 eV.

Last column: Mulliken charge in e.
Atoms and positions in Å:
O1 -1.3781 -0.7911 1.1458  -0.423
O2 0.8642 -0.4179 -0.8935  -0.500
O3 -1.4702 1.0323 -0.5870  -0.368
S1 -1.4936 -0.3445 -0.2452  0.777
S2 1.2298 0.5320 0.5390  -0.021
H1 1.1796 -0.2508 1.6119  0.168
H2 1.0685 0.2400 -1.5711  0.367

Copy entry 2 word for word.
Formula: H2O3S2
Source: the Open Molecules 2025 dataset
Level of theory: wB97M-V/def2-TZVPD

Its HOMO energy is -9.6 eV. As for the energy relative to the best compared isomer or geometry (same formula, charge and spin): 67.49 kJ/mol. As for the spin multiplicity: 1. Its HOMO-LUMO gap is 9.3 eV.

Last column: Mulliken charge in e.
Atoms and positions in Å:
O1 -1.3781 -0.7911 1.1458  -0.423
O2 0.8642 -0.4179 -0.8935  -0.500
O3 -1.4702 1.0323 -0.5870  -0.368
S1 -1.4936 -0.3445 -0.2452  0.777
S2 1.2298 0.5320 0.5390  -0.021
H1 1.1796 -0.2508 1.6119  0.168
H2 1.0685 0.2400 -1.5711  0.367

Question: spin multiplicity of number 1 (C25H27F2NSiZn)?
Answer: 1

Copy entry 1 word for word.
Formula: C25H27F2NSiZn
Source: the Open Molecules 2025 dataset
Level of theory: wB97M-V/def2-TZVPD

Its HOMO energy is -8.7 eV. As for the energy relative to the best compared isomer or geometry (same formula, charge and spin): 0.00 kJ/mol. As for the spin multiplicity: 1. Its HOMO-LUMO gap is 8.6 eV.

Last column: Mulliken charge in e.
Atoms and positions in Å:
Zn1 -0.2029 -0.5694 -1.1462  -0.590
C1 -0.0711 -0.0848 2.5359  -1.369
C2 0.4751 0.9566 1.5961  0.816
C3 -0.1582 2.1842 1.4331  -0.269
C4 0.3499 3.1527 0.5713  0.417
C5 -0.3564 4.4717 0.4070  -1.714
C6 1.5170 2.8781 -0.1294  -0.305
C7 2.1677 1.6552 0.0002  0.500
C8 3.4246 1.3726 -0.7763  -1.785
C9 1.6337 0.6983 0.8584  -0.625
H1 -0.4374 -0.9547 1.9856  0.064
H2 -0.8839 0.3175 3.1405  0.349
H3 0.7088 -0.4480 3.2071  0.429
H4 -1.0727 2.3875 1.9828  0.334
H5 -0.0531 4.9662 -0.5159  0.339
H6 -0.1291 5.1442 1.2372  0.434
H7 -1.4389 4.3369 0.3807  0.319
H8 1.9111 3.6196 -0.8172  0.374
H9 3.5515 0.3026 -0.9440  0.364
H10 4.3038 1.7299 -0.2357  0.410
H11 3.4064 1.8742 -1.7444  0.348
H12 2.1294 -0.2608 0.9694  0.580
F1 1.7433 2.8928 -4.7890  -0.359
C10 0.7784 2.5594 -3.9106  0.464
C11 0.8399 1.3398 -3.2660  0.028
C12 -0.1393 0.9931 -2.3449  -0.146
C13 -1.2050 1.8842 -2.0962  -1.026
C14 -1.2130 3.0962 -2.7800  0.507
F2 -2.1990 4.0053 -2.5854  -0.393
C15 -0.2378 3.4628 -3.6843  -0.723
C16 -2.2436 1.4854 -1.1014  1.299
C17 -3.3559 2.2444 -0.7352  -0.410
C18 -4.2318 1.7508 0.2162  -0.562
C19 -4.0111 0.5097 0.7901  -0.752
C20 -2.8965 -0.1934 0.3762  -0.280
N1 -2.0489 0.2845 -0.5290  -0.273
H13 1.6710 0.6823 -3.4887  0.597
H14 -0.2820 4.4140 -4.1941  0.490
H15 -3.5365 3.2053 -1.1837  0.574
H16 -5.0918 2.3415 0.5050  0.443
H17 -4.6782 0.0951 1.5320  0.437
H18 -2.6570 -1.1726 0.7753  0.480
C21 1.9613 -4.3933 2.5843  -0.935
Si1 0.8971 -4.8527 1.1160  -0.044
C22 -0.6833 -5.6701 1.6918  -0.966
C23 1.8266 -5.9977 -0.0310  -0.946
C24 0.4707 -3.3112 0.2161  1.354
C25 0.1855 -2.2764 -0.3595  -0.989
H19 2.2439 -5.2765 3.1615  0.313
H20 1.4275 -3.7106 3.2485  0.277
H21 2.8756 -3.8950 2.2565  0.318
H22 -0.4724 -6.5953 2.2329  0.299
H23 -1.3202 -5.9133 0.8393  0.313
H24 -1.2467 -5.0107 2.3545  0.296
H25 2.0937 -6.9268 0.4778  0.303
H26 2.7448 -5.5315 -0.3920  0.294
H27 1.2154 -6.2499 -0.8994  0.296